Entry 1:
Entry from the OMol25 dataset: one molecule with the formula C3H5NO2 (ωB97M-V with the def2-TZVPD basis set).

Geometry as XYZ:
```
11
Properties=species:S:1:pos:R:3:forces:R:3
H -0.558 2.667 0.056 0.0 0.0 0.1
C -0.126 0.853 0.284 0.0 0.2 0.3
N -0.341 1.987 0.785 0.0 -0.3 -0.3
H -0.883 -1.369 -1.320 0.1 0.1 0.1
O 0.692 -1.281 0.029 0.1 -0.1 0.0
H 0.995 -0.251 1.781 -0.1 0.0 -0.1
H -0.684 -0.816 1.535 0.1 0.1 -0.1
C 0.082 -0.866 -1.157 -0.1 -0.2 -0.3
H 0.761 -1.044 -1.994 -0.1 0.0 0.1
C 0.212 -0.413 1.039 0.0 0.1 0.2
O -0.151 0.534 -1.039 0.0 0.1 0.1
```
Forces are in eV/Å.

Values from the calculation:
Energy (eV): -8776.3569
Kohn-Sham gap (eV): 11.2
Strongest force on any atom (eV/Å): 0.40
ΔE to the lowest compared entry with this formula, charge and spin (kcal/mol): 30.85
Structure (SMILES): [H]/N=C1/COCO1
Net charge: 0

=====

Entry 2:
Entry from the OMol25 dataset: C32H37CdN5O4PS as an isolated structure (ωB97M-V with the def2-TZVPD basis set).

Geometry as XYZ:
```
81
Properties=species:S:1:pos:R:3:forces:R:3
N -1.864 1.988 0.744 0.1 -0.2 0.1
C 0.341 -1.012 2.733 0.1 -0.2 -0.2
C 5.654 -4.601 -0.017 -0.3 0.2 0.0
H -2.637 5.079 -0.277 0.0 0.1 -0.1
C 2.932 1.064 -5.062 -0.4 0.1 0.2
H 3.707 1.761 -5.372 0.1 0.1 0.0
N 3.369 -3.935 -0.352 -1.4 0.4 -0.3
H 1.840 3.475 -5.959 0.1 0.1 -0.1
H -2.658 -0.954 -1.699 -0.1 0.0 0.0
H 4.921 1.167 -0.291 0.0 0.0 0.0
C 4.862 -7.255 -0.043 0.2 -0.1 0.0
H 2.385 -4.161 -0.557 0.4 0.0 0.1
N 2.327 0.464 -0.318 0.4 -2.8 -0.1
C 4.300 -4.919 -0.187 0.9 -0.4 0.1
C -0.663 1.208 4.006 -0.1 0.2 -0.1
C 2.700 -1.783 -0.439 -0.7 -2.0 -0.2
H -0.242 0.191 5.841 0.0 0.0 0.1
C 2.435 4.052 0.314 0.1 0.2 0.1
H 1.734 4.857 0.484 -0.1 0.1 0.0
C 3.800 4.304 0.316 -0.1 0.1 0.0
H 6.940 -7.716 0.236 0.0 -0.1 0.0
C 2.863 1.722 -0.098 0.8 1.2 0.3
N 3.671 -2.653 -0.257 0.2 0.7 0.2
C 0.324 -0.958 4.119 0.0 -0.1 0.0
C 3.916 -6.264 -0.198 -0.2 0.3 0.0
H 4.162 5.310 0.474 0.0 0.1 0.0
H 0.199 3.121 -5.366 -0.1 0.2 -0.1
C -0.952 3.607 2.247 0.0 -0.1 0.0
C 6.202 -6.935 0.120 0.1 -0.2 0.0
C -1.487 4.636 1.495 0.0 -0.1 -0.1
O -1.412 2.306 -3.995 0.2 -0.2 0.1
O -1.218 -0.296 -3.779 0.4 0.7 0.2
H 0.698 -1.792 4.697 0.0 -0.1 0.0
H 3.316 0.428 -4.269 0.1 -0.1 0.1
H -3.171 0.655 -2.228 -0.1 0.1 0.2
C -2.361 2.978 0.027 -0.1 0.4 -0.2
H 5.933 -3.560 -0.013 0.1 0.1 0.0
H -2.958 -0.053 -5.882 0.0 0.0 -0.1
H -4.404 -0.057 -4.851 -0.1 -0.1 0.0
H 2.659 0.433 -5.904 0.0 -0.1 -0.1
H 0.900 2.570 0.050 0.0 0.1 0.0
Cd -0.013 0.001 -0.277 0.0 -0.4 0.7
C -1.165 2.284 1.843 -0.2 0.3 0.1
C 1.693 1.824 -4.567 0.9 0.7 -0.4
O 0.754 0.840 -4.196 -0.7 0.0 0.5
H -3.622 -2.503 -4.249 -0.1 0.0 0.0
H -2.911 2.696 -0.859 0.0 0.0 -0.2
C -2.586 -0.636 -3.830 -1.0 -0.4 0.0
H 2.824 3.417 -3.615 0.0 0.1 0.0
C -3.222 -0.406 -2.459 0.3 -0.1 -0.1
C -0.196 0.151 4.762 0.1 0.0 0.1
P -0.637 1.182 -3.410 0.3 -0.8 -1.0
H 0.944 2.069 -6.573 0.0 0.0 -0.1
C -0.637 1.149 2.613 0.2 -0.5 0.1
H 4.557 -8.292 -0.048 -0.1 -0.1 0.0
H 1.156 3.203 -3.017 0.0 0.2 0.1
H 2.875 -6.521 -0.327 -0.1 0.0 0.0
S 1.085 -2.290 -0.868 -0.2 0.2 -0.1
H 0.746 -1.905 2.266 0.0 0.0 -0.1
H -1.335 5.667 1.789 0.0 0.0 0.0
H -1.092 2.070 4.504 0.0 0.1 0.0
C 2.052 2.692 -3.364 -0.1 -0.3 -0.2
C 4.696 3.270 0.097 0.1 0.1 0.0
N 3.135 -0.520 -0.239 0.3 3.0 0.1
C -3.340 0.174 -4.890 0.2 0.0 0.2
H 2.413 2.055 -2.562 0.0 0.0 0.1
H -2.115 -2.265 -5.158 0.0 0.0 -0.1
C 6.587 -5.602 0.131 0.0 -0.2 0.0
C 1.962 2.776 0.097 0.1 -0.6 -0.1
C -0.146 0.022 1.931 -0.1 0.2 0.0
C 1.136 2.687 -5.699 -0.1 -0.2 0.2
O -0.378 1.281 -1.927 -0.1 0.0 0.0
H 7.631 -5.346 0.254 0.0 0.0 0.0
H -0.351 3.820 3.119 0.0 -0.1 0.1
C -2.604 -2.125 -4.197 0.2 0.4 0.2
H -3.185 1.231 -4.700 -0.1 0.1 -0.1
C -2.210 4.317 0.356 0.0 0.0 0.0
C 4.240 1.985 -0.108 -0.3 -0.3 0.0
H -4.258 -0.738 -2.449 -0.1 0.0 0.0
H -2.045 -2.683 -3.451 0.0 -0.1 0.1
H 5.758 3.478 0.085 0.1 0.0 0.0
```
Forces are in eV/Å.

Values from the calculation:
Energy (eV): -74119.0621
Kohn-Sham gap (eV): 6.3
Strongest force on any atom (eV/Å): 3.05
Net charge: -1

=====

Entry 3:
Entry from the OMol25 dataset: a 2-piece molecular cluster, C2H3NO2S overall (ωB97M-V with the def2-TZVPD basis set).

Geometry as XYZ:
```
9
Properties=species:S:1:pos:R:3:forces:R:3
O 0.261 -0.639 0.654 -0.4 0.1 0.5
H 3.452 -0.555 0.257 -0.8 0.1 -1.0
H 2.304 -0.295 -1.472 1.2 -0.5 2.5
C 1.345 -0.539 0.268 0.4 -0.5 -0.4
S -2.849 0.058 0.496 0.6 0.8 -0.1
C 2.510 -0.526 -0.329 -0.2 0.7 -1.6
N -2.103 0.994 -0.417 -0.4 0.4 0.7
O -3.638 0.795 1.457 -0.3 -0.5 -0.2
H -1.282 0.707 -0.915 0.0 -0.7 -0.5
```
Forces are in eV/Å.

Values from the calculation:
Energy (eV): -18540.2976
Kohn-Sham gap (eV): 9.4
Strongest force on any atom (eV/Å): 2.80
ΔE to the lowest compared entry with this formula, charge and spin (kcal/mol): 72.76
Net charge: 0

=====

Entry 4:
Entry from the OMol25 dataset: one molecule with the formula H2N2O3S (ωB97M-V with the def2-TZVPD basis set).

Geometry as XYZ:
```
8
Properties=species:S:1:pos:R:3:forces:R:3
N 0.004 0.207 -0.319 -2.1 2.2 -1.3
H -0.024 -0.242 0.578 -0.5 -0.3 0.6
O -2.201 2.101 0.107 -0.5 2.5 2.2
O -2.441 -1.520 -0.679 -0.7 1.4 0.9
N -2.609 -0.529 0.034 0.8 -1.5 0.1
O -2.937 -0.485 1.194 -0.1 0.1 -1.0
S -1.931 1.052 -0.764 3.5 -4.3 -1.4
H 0.158 -0.502 -1.034 -0.4 0.0 0.0
```
Forces are in eV/Å.

Values from the calculation:
Energy (eV): -19985.0681
Kohn-Sham gap (eV): 9.4
Strongest force on any atom (eV/Å): 5.73
ΔE to the lowest compared entry with this formula, charge and spin (kcal/mol): 65.07
Net charge: 0